The following is a DFT calculation (ωB97M-V/def2-TZVPD) of a molecular structure, C11H14F6MoN2O4SSb.

Last column: Löwdin spin population.
Atoms and positions in Å:
Mo -1.598474 0.367986 0.065106  -0.0001
N -1.575284 -1.908757 0.328307  0.0000
C -1.736739 -2.382546 1.717223  0.0000
C -2.107109 -1.235522 2.614417  0.0000
O -2.356614 -1.325353 3.773503  0.0000
N -2.127286 0.060968 1.963208  0.0000
C -2.629040 1.005368 2.963626  0.0000
C -2.874897 2.369365 2.508560  0.0000
O -3.105840 3.431103 2.287654  0.0000
O -1.393751 1.987000 0.356657  0.0000
H -2.348953 -2.247004 -0.246116  0.0000
H -0.735216 -2.297742 -0.092872  0.0000
H -0.816292 -2.827565 2.093888  0.0000
H -2.515084 -3.141703 1.802696  0.0000
H -1.974834 1.103964 3.843747  0.0000
H -3.605958 0.685610 3.366098  0.0000
C 1.834297 1.691808 -1.187838  -0.0003
S 1.559963 1.156161 0.493714  -0.0048
O 0.473765 0.039113 0.380124  0.0007
C 3.092459 0.276806 0.796142  0.0365
C 3.913386 0.759591 1.778380  0.1948
C 5.213332 0.145992 1.984451  0.3059
C 5.632763 -0.945937 1.210768  0.0244
C 4.791817 -1.431774 0.242210  0.1089
C 3.516264 -0.819989 0.018472  0.3057
H 2.013528 0.837271 -1.838316  0.0006
H 2.684291 2.377143 -1.178137  -0.0002
H 0.941237 2.235651 -1.495427  0.0000
H 3.633470 1.601340 2.402292  0.0060
H 5.860595 0.555231 2.753024  0.0104
H 6.605732 -1.389435 1.382011  -0.0020
H 5.077980 -2.276103 -0.373574  0.0022
H 2.879817 -1.222056 -0.762302  0.0115
F -3.313383 0.275151 -0.527880  0.0000
Sb -4.390150 0.504520 -6.781803  0.0000
F -4.306357 1.954022 -5.688976  0.0000
F -5.688989 0.708042 -8.022750  0.0000
F -2.765069 0.308021 -7.561802  0.0000
F -4.673040 -0.935547 -5.711849  0.0000
F -1.086340 -0.050196 -1.656654  0.0000

Cartesian forces, eV/Å:
0.0 -0.1 0.3
0.0 0.0 0.0
0.0 0.0 0.0
0.0 0.0 0.0
0.0 0.0 0.0
0.0 0.0 0.0
0.0 0.0 0.0
0.1 0.0 0.0
-0.1 0.0 0.0
0.0 0.0 0.0
0.0 0.0 0.0
0.0 0.0 0.0
0.0 0.0 0.0
0.0 0.0 0.0
0.0 0.0 0.0
0.0 0.0 0.0
0.0 0.0 0.0
0.0 0.0 0.0
0.0 0.0 0.1
0.0 0.0 0.0
0.0 0.0 0.0
0.0 0.0 0.0
0.0 0.0 0.0
0.0 0.0 0.0
0.0 0.0 0.0
0.0 0.0 0.0
0.0 0.0 0.0
0.0 0.0 0.0
0.0 0.0 0.0
0.0 0.0 0.0
0.0 0.0 0.0
0.0 0.0 0.0
0.0 0.0 0.0
0.0 0.0 0.0
-0.1 0.1 -0.4
0.0 0.0 0.0
0.0 0.0 0.0
0.0 0.0 0.0
0.0 0.0 0.0
0.1 0.0 0.0

Properties
- spin multiplicity = 2
- total energy (eV) = -58294.2140
- HOMO (alpha / beta) (Ha) = -0.7984 / -0.7984
- expectation value of S² = 0.772
- frontier orbital gap (alpha / beta) (eV) = 8.106 / 6.171
- net charge = +4
- energy relative to the best compared isomer or geometry (same formula, charge and spin) (kJ/mol) = 374.45



The following is a DFT calculation (ωB97M-V/def2-TZVPD) of 7 unconnected molecules or ions with the total composition C32H66N5O7.

Last column: Mulliken charge in e.
Atoms and positions in Å:
C -4.882061 -2.903378 -5.579335  -0.0929
C -4.230691 -3.844274 -6.040822  -0.6295
C -3.624827 -5.281706 -6.286956  0.4489
N -3.632365 -6.089600 -5.021771  0.2869
N -4.436083 -5.826281 -3.964047  -0.3044
C -4.184915 -6.793980 -2.973529  0.4387
N -4.961314 -6.652624 -1.751938  -0.4981
C -4.494495 -5.595771 -1.190891  0.7080
O -3.920412 -4.688941 -0.720540  -0.3226
N -3.205889 -7.734298 -3.352940  -0.4951
C -2.872202 -7.216675 -4.663318  0.4783
N -1.920929 -7.788492 -5.424858  -0.0452
C -1.284570 -8.967701 -4.884335  -0.3588
C -0.885980 -10.074815 -4.537480  -0.0635
H -5.661686 -2.151544 -5.260431  0.3935
H -4.225910 -5.864298 -7.062321  0.3117
H -2.539597 -5.193908 -6.608625  -0.1904
H -5.122317 -5.082627 -3.805237  0.3351
H -1.694779 -7.381357 -6.334888  0.2361
H -0.632072 -11.176534 -4.536214  0.3722
C 0.610949 -4.689578 -5.649626  -1.0191
C 0.237412 -3.934971 -6.914088  -0.4114
O -0.300906 -2.646844 -6.667264  -0.4336
C 0.547522 -1.725745 -5.990671  -0.0478
C 1.827374 -1.411471 -6.743838  -1.1454
H -0.242236 -4.743393 -4.965859  0.2236
H 0.933207 -5.705417 -5.892879  0.3674
H 1.427387 -4.201641 -5.114718  0.3610
H -0.539623 -4.495918 -7.443810  0.3039
H 1.088979 -3.866419 -7.597052  0.3576
H 0.762430 -2.078668 -4.977242  0.1748
H -0.028867 -0.803577 -5.880564  0.2795
H 2.469932 -2.291429 -6.830664  0.2723
H 2.394050 -0.635524 -6.225553  0.4093
H 1.605011 -1.069191 -7.757220  0.3011
C -4.605900 1.111739 1.220276  -0.6615
C -5.269799 1.030276 -0.142083  -0.5057
O -4.646846 0.102320 -1.022745  -0.4260
C -4.628556 -1.252448 -0.601362  0.2747
C -6.013693 -1.848533 -0.415386  -1.2937
H -3.538403 1.323426 1.117523  -0.0136
H -5.064984 1.899377 1.821500  0.4791
H -4.700740 0.174289 1.772164  0.2084
H -5.200843 2.007321 -0.626310  0.3504
H -6.336826 0.805920 -0.047725  0.3242
H -4.025706 -1.362245 0.305830  0.1272
H -4.110041 -1.811731 -1.386236  0.1427
H -6.554371 -1.362537 0.399663  0.3346
H -5.943338 -2.912997 -0.179861  0.3086
H -6.612220 -1.725723 -1.322019  0.3661
C -1.837377 -2.572061 4.801834  -1.3052
C -2.233315 -1.804186 3.553128  0.0150
O -2.795246 -0.528518 3.823948  -0.4120
C -1.962720 0.396859 4.508114  -0.6551
C -0.694459 0.748385 3.751096  -0.4659
H -2.683432 -2.654082 5.488509  0.3245
H -1.497317 -3.576535 4.539792  0.4181
H -1.026617 -2.076404 5.339843  0.2780
H -3.001794 -2.371302 3.020633  0.3081
H -1.386642 -1.707290 2.865601  0.1765
H -1.734002 0.032890 5.514305  0.3655
H -2.556275 1.306168 4.636176  0.3665
H -0.035704 -0.117621 3.646384  0.2767
H -0.138750 1.527629 4.277093  0.3763
H -0.930650 1.101634 2.744112  -0.0329
C 0.162494 2.326964 0.003425  -0.5529
C 0.278546 2.204552 -1.505398  -0.6328
O 0.765294 0.940897 -1.937588  -0.4501
C -0.020341 -0.187817 -1.590856  -0.5039
C -1.422951 -0.155196 -2.172735  -0.5654
H 1.114249 2.087720 0.484095  0.2447
H -0.127860 3.342333 0.282435  0.5557
H -0.588445 1.643322 0.406823  -0.1440
H 0.993830 2.948210 -1.864526  0.3727
H -0.674810 2.430584 -1.993101  0.3206
H -0.047155 -0.315013 -0.503724  0.2867
H 0.504477 -1.060555 -1.991002  0.4019
H -2.010711 0.667114 -1.759419  0.2252
H -1.951100 -1.085411 -1.951463  0.1401
H -1.388020 -0.018275 -3.256764  0.2213
C 2.896861 2.182359 3.637175  -0.9866
C 2.702518 3.327536 2.658758  -0.1175
O 3.151814 4.579448 3.153386  -0.4737
C 4.533405 4.671735 3.473637  0.1261
C 5.449553 4.435744 2.286415  -1.2120
H 2.432199 2.413692 4.599121  0.2742
H 2.453467 1.264726 3.242899  0.2789
H 3.954862 1.986758 3.824373  0.3606
H 1.633775 3.440671 2.459547  0.1477
H 3.176083 3.108661 1.696130  0.3172
H 4.778527 3.999680 4.301985  0.2922
H 4.696003 5.687691 3.841894  -0.0173
H 5.369484 3.411197 1.913688  0.3102
H 6.490511 4.607415 2.568035  0.3858
H 5.191882 5.103779 1.460974  0.3269
C 5.203234 8.636370 6.079630  -1.1334
C 5.668975 7.200312 6.242497  -0.2421
O 6.818234 6.883953 5.469027  -0.3480
C 7.993534 7.628493 5.753017  -0.3621
C 8.493636 7.456628 7.176507  -1.0299
H 5.043576 8.872735 5.024575  0.2959
H 4.269271 8.797800 6.622375  0.4046
H 5.938997 9.345269 6.465600  0.2810
H 4.874655 6.532967 5.899656  0.2848
H 5.842878 6.959905 7.295930  0.3141
H 7.842942 8.685468 5.512695  0.3035
H 8.761276 7.261903 5.066069  0.3080
H 7.785594 7.862330 7.903308  0.2608
H 9.444642 7.976117 7.312433  0.3889
H 8.632241 6.398717 7.412099  0.2896

Cartesian forces, eV/Å:
0.1 -1.5 -0.9
-0.8 -0.6 1.3
-0.2 1.4 -0.4
1.6 -1.3 0.0
0.1 -2.5 3.2
0.7 0.0 -2.0
2.3 2.0 -0.3
1.3 -0.4 0.0
-2.0 -2.0 -0.8
-2.4 4.4 -2.1
-1.8 0.5 2.2
0.6 -1.4 1.5
-0.2 -0.8 -0.8
-0.7 1.0 -1.5
1.7 -1.0 -0.6
0.7 1.0 0.9
-1.3 0.0 0.3
0.6 -0.1 -1.0
0.2 -0.6 0.5
-0.3 2.1 0.5
0.1 0.0 0.1
0.1 0.2 0.1
-0.3 -0.2 -0.1
0.2 0.3 0.0
0.1 -0.2 -0.1
0.0 0.0 0.0
0.0 0.0 0.0
0.0 -0.1 0.0
-0.1 0.2 -0.1
0.0 -0.1 0.0
0.1 0.0 0.0
-0.1 -0.2 -0.1
0.0 0.1 0.1
-0.1 0.0 0.0
0.0 0.0 0.1
0.0 -0.3 0.0
0.0 0.2 0.2
0.1 -0.1 -0.2
-0.1 0.1 0.0
-0.2 0.1 0.1
-0.1 0.0 0.0
0.0 0.0 -0.1
0.0 0.1 0.1
0.1 -0.2 -0.2
0.0 0.0 0.1
-0.1 0.0 0.1
0.0 0.2 0.0
0.0 -0.1 0.0
0.0 0.1 0.0
0.1 0.0 0.0
0.1 0.1 0.1
0.0 0.0 0.1
-0.2 0.0 -0.1
0.1 0.2 0.0
0.1 -0.2 -0.1
0.0 0.0 -0.1
0.0 0.1 0.0
0.0 -0.1 0.0
-0.1 0.2 0.0
0.1 0.0 0.0
0.1 0.0 0.0
-0.1 -0.2 -0.1
0.0 0.1 0.1
-0.1 0.0 0.0
0.0 0.1 0.1
-0.1 -0.2 0.1
0.0 0.1 0.1
0.1 -0.1 -0.1
0.0 0.0 -0.1
-0.1 0.3 0.0
0.0 0.1 -0.1
0.0 0.0 0.0
0.0 0.1 0.0
0.0 -0.2 -0.1
-0.1 0.0 0.1
-0.1 0.0 0.1
0.1 0.2 0.0
-0.1 -0.2 0.0
0.0 0.0 0.0
0.0 -0.1 0.0
0.2 0.0 0.1
0.0 0.1 0.1
-0.2 0.1 0.0
0.1 0.1 -0.1
0.0 -0.2 -0.1
0.0 0.0 -0.1
0.0 0.1 0.0
0.0 -0.1 0.0
0.1 0.2 0.0
0.1 -0.1 0.0
0.1 -0.1 0.0
-0.2 -0.1 0.0
0.1 0.0 0.0
-0.1 0.0 0.0
0.0 0.0 0.1
0.1 0.2 0.0
0.0 0.1 0.0
-0.1 -0.2 -0.2
0.1 -0.1 0.0
-0.2 0.0 0.2
0.0 -0.1 0.1
0.0 0.0 0.0
-0.1 0.0 0.0
0.2 -0.1 -0.1
0.0 0.1 0.1
0.0 0.0 0.1
-0.2 -0.1 0.0
0.1 0.0 0.0
0.0 0.0 0.0
0.0 0.1 -0.1

Properties
- total energy (eV) = -56021.2552
- HOMO (Ha) = -0.3876
- frontier orbital gap (eV) = 7.169
- net charge = +1
- energy relative to the best compared isomer or geometry (same formula, charge and spin) (kJ/mol) = 733.04



| no. | maximum force (eV/A) |
| --- | --- |
| 1 | 0.4 |
| 2 | 5.4 |